A molecular structure, C17H37AsClF3I2NO9P2S at a distorted geometry, computed with ωB97M-V/def2-TZVPD.

Output
Largest force on an atom   8.9 eV/Å
HOMO-LUMO gap   0.2521 hartree
Charge   -1
LUMO energy   1.98 eV
HOMO energy   -4.883 eV

Geometry as XYZ:
```
74
Properties=species:S:1:pos:R:3:forces:R:3
H 0.369 -5.353 -4.212 -0.1836 0.0177 -0.0994
H 0.823 0.553 -1.581 0.4172 -1.5574 1.9798
H -0.169 -4.862 -2.590 0.0011 0.0674 -0.2381
H -5.835 -4.303 5.957 -0.0014 0.0769 -0.2333
O 3.639 3.292 1.442 0.3216 -1.9500 -1.2958
H 3.861 0.368 -2.198 -1.1980 -1.8137 -0.2529
H 0.852 -3.371 -5.960 -0.1966 -0.0458 -0.0401
H 4.546 3.049 1.841 -2.1075 0.0625 -1.1006
As 1.084 1.024 0.955 -1.0332 -1.1231 -0.2651
H 2.254 1.386 4.501 -0.2527 1.4720 -1.0316
H -5.068 -1.155 3.181 -0.0658 -0.2473 0.0067
H -1.002 -0.546 1.770 0.4868 1.8065 -0.7689
C -5.450 -2.181 3.213 0.2075 0.4410 0.1499
C 0.216 -2.741 -5.334 0.2108 0.4685 0.1180
H -1.294 -4.727 -3.960 0.1085 -0.0975 -0.1500
H -1.900 -2.200 0.447 -1.4897 1.1610 -1.4110
N 4.369 0.979 0.294 -0.6761 0.7130 0.4542
C 2.314 6.371 -1.835 -0.3152 -1.5557 -0.9240
H 1.285 -0.122 3.264 0.9184 -0.9883 -2.3150
H -6.476 -2.184 2.838 0.1010 -0.1794 -0.1313
C 3.202 6.116 -0.647 0.0504 -0.5322 -0.1398
H 4.031 0.062 0.521 0.2343 -0.6298 0.1104
O -5.016 -1.968 5.551 -0.5863 -0.9768 -1.1320
H 2.582 2.086 -1.820 0.4889 0.8385 1.2361
H 3.468 5.054 -0.615 -0.1479 0.2727 -0.0062
O 0.615 -2.728 3.257 1.1250 3.0715 -4.2210
C 2.298 -1.077 -1.091 0.7254 -2.3095 -1.2973
H 1.249 8.114 -1.196 0.1921 0.1057 0.0199
C 1.057 -0.176 -0.662 -0.4979 -0.5421 -3.0475
I 4.566 -2.187 -3.000 -0.9274 0.9891 0.1561
H -4.813 -2.811 2.587 -0.2250 -0.0370 -0.0667
H 0.598 -1.715 -5.366 -0.0712 -0.2321 0.0312
I 0.110 3.063 -0.337 -1.4978 0.9465 -2.0350
H 2.674 6.373 0.274 0.1371 0.1013 0.0009
C -5.912 -4.079 4.887 0.0683 -0.0620 0.5134
S 1.298 -2.144 1.957 2.7543 -6.8637 4.9815
H -0.810 -2.744 -5.709 0.0930 -0.1717 -0.0891
H 1.852 -2.090 -1.520 0.9345 2.2944 1.1689
O 1.988 5.462 -2.597 0.3926 1.4328 0.8395
O 2.479 -3.155 1.676 -3.3323 4.1995 -0.3039
C -0.836 0.543 1.368 -3.0675 0.1239 1.1987
P 0.941 2.369 2.857 -0.1017 1.1043 3.2755
H 0.095 -0.883 -0.628 2.0649 1.5697 0.1805
P 3.132 1.961 0.433 3.8793 1.9464 -2.3316
C 3.170 -0.544 -2.419 -0.9803 1.0453 1.2069
C -5.422 -2.679 4.634 0.6069 1.1030 1.1541
C 1.844 -0.385 2.230 -0.2472 0.2472 2.6596
H -1.245 1.229 2.261 1.0533 -1.5685 -1.9247
C 0.243 -3.238 -3.913 0.5027 0.8124 1.0925
F -3.923 -2.831 -2.025 -0.7398 0.9752 4.4818
H 3.008 -1.499 -0.247 -1.2951 1.3503 -1.5806
H -6.959 -4.167 4.587 0.1157 -0.1131 -0.1652
H 2.424 -0.274 -3.286 1.5791 -0.8922 1.5672
C -1.939 0.771 0.183 -0.7536 -0.3471 0.3994
H 0.367 -2.359 0.933 0.7975 1.0321 0.5289
H -2.036 -1.459 -1.294 -1.1258 0.1654 1.7314
H -5.296 -4.794 4.335 -0.1986 0.0153 -0.1096
H -1.572 0.623 -0.912 -0.4392 0.7387 2.0500
O 2.932 2.737 -1.151 0.5795 -1.2369 1.8384
H 4.120 6.703 -0.737 -0.0915 0.1608 0.1419
F -4.021 -3.712 0.203 -0.2118 4.0084 -2.4857
O -2.980 -0.297 0.374 1.2513 -1.3789 -1.6538
C -3.955 -2.442 -0.565 -0.1636 0.3904 -0.3446
Cl 0.756 4.447 2.267 1.1201 -0.7047 1.8010
H -2.563 1.778 0.345 1.7135 -2.3572 -0.5883
C -0.247 -4.639 -3.660 0.0834 0.0190 0.5095
C 1.838 7.782 -2.055 -0.3400 0.0036 -0.4289
H 2.972 -0.229 2.518 -1.9836 -1.0348 -1.0474
H 1.205 7.817 -2.948 0.1288 -0.0320 0.1824
O 2.381 2.154 3.873 -0.8788 -0.4869 -0.7828
F -5.125 -1.584 -0.267 3.2466 -3.5970 -1.2779
H 2.695 8.444 -2.207 -0.0648 0.0567 0.2084
O 0.650 -2.528 -2.996 -0.9616 -0.9603 -1.4580
C -2.589 -1.550 -0.271 -0.2414 -0.7816 0.7997
```
Forces are in eV/Å.


A single C4H4N2O molecule at a distorted geometry, computed with ωB97M-V/def2-TZVPD.

Output
Largest force on an atom   2.2 eV/Å
HOMO-LUMO gap   0.4542 hartree
Charge   0
LUMO energy   0.50 eV
HOMO energy   -11.861 eV
Relative energy (zero: lowest compared OMol25 entry of this formula, charge and spin)   41.25 kcal per mole
Structure (SMILES)   N#CCOCC#N

Geometry as XYZ:
```
11
Properties=species:S:1:pos:R:3:forces:R:3
H -2.170 -0.412 0.498 0.4246 -0.2405 0.1228
H 0.974 2.053 0.061 0.0311 -0.1728 -0.0413
C 0.738 0.993 -0.061 0.0233 0.0877 0.0387
N -0.072 -1.989 2.032 0.9690 -0.9637 0.8078
C 0.997 0.588 -1.461 0.0988 -0.2289 -0.7198
N 1.177 0.243 -2.548 -0.1500 0.2780 0.8806
O -0.619 0.854 0.297 0.0676 0.3898 -0.2224
H -0.992 -0.909 -0.760 -0.2881 0.3713 -0.4108
C -1.109 -0.453 0.224 0.7942 -0.6517 -0.2611
C -0.328 -1.358 1.121 -1.8795 1.0424 -0.0743
H 1.390 0.404 0.601 -0.0909 0.0885 -0.1200
```
Forces are in eV/Å.


A molecular structure, C7H10O2 at a distorted geometry, computed with ωB97M-V/def2-TZVPD.

Output
Largest force on an atom   4.9 eV/Å
HOMO-LUMO gap   0.3455 hartree
Charge   0
LUMO energy   0.67 eV
HOMO energy   -8.732 eV
Relative energy (zero: lowest compared OMol25 entry of this formula, charge and spin)   125.67 kcal per mole

Geometry as XYZ:
```
19
Properties=species:S:1:pos:R:3:forces:R:3
H -2.455 -1.663 -0.551 0.6976 0.4692 -0.0816
C 0.134 -0.269 1.244 3.3789 0.7621 -2.0533
C -0.702 -0.396 -1.097 1.4583 -1.0999 1.1992
C 1.027 2.459 0.920 1.3593 1.6444 -0.5251
O 1.443 -0.763 1.492 0.6353 -0.5111 2.1875
H 1.643 2.202 1.948 -1.6148 1.2964 -2.6324
C -1.785 -0.842 -0.230 -4.0129 0.1678 -1.5843
O -0.444 -1.147 -2.262 0.2766 1.3047 0.5444
H 2.015 -0.863 0.739 -0.2649 0.2195 -0.7907
H 1.951 2.901 -0.080 -2.9986 -1.3567 3.4199
C -0.501 -1.183 0.285 0.1453 0.2959 -1.1878
C 0.434 1.105 0.415 -1.5631 1.0193 2.3053
H 0.079 3.582 1.042 3.0709 -3.8579 -0.1920
H 0.510 -1.095 -2.200 0.5615 -0.6210 -0.9994
H -0.350 -0.350 2.183 -0.5039 1.0112 1.0279
H -2.381 0.008 0.004 -0.4165 0.4514 1.3438
H 0.053 1.742 -1.646 -0.2576 -1.3253 1.6401
C -0.066 0.971 -0.787 -0.4917 -0.3706 -3.9373
H -0.316 -2.257 0.222 0.5401 0.5004 0.3158
```
Forces are in eV/Å.


2 unconnected molecules or ions with the total composition C5H11NO at a distorted geometry, computed with ωB97M-V/def2-TZVPD.

Output
Largest force on an atom   3.7 eV/Å
HOMO-LUMO gap   0.3818 hartree
Charge   0
LUMO energy   0.72 eV
HOMO energy   -9.666 eV
Relative energy (zero: lowest compared OMol25 entry of this formula, charge and spin)   56.99 kcal per mole
Structure (SMILES)   CCC=O.C=NC

Geometry as XYZ:
```
18
Properties=species:S:1:pos:R:3:forces:R:3
C 1.228 3.139 -0.494 0.4741 0.9063 -0.7161
H 0.674 0.506 -0.996 0.2947 -0.1528 0.0492
H 2.203 3.111 0.010 -0.2661 -0.0529 -0.1140
C 0.184 2.301 0.222 0.6660 0.1854 0.8871
H 0.413 -3.607 -0.452 -0.1837 0.3182 0.0744
O 0.495 0.012 0.990 0.4752 2.5371 -2.6856
C -1.848 -1.728 -0.604 2.2573 -0.6320 0.8934
H -0.794 2.575 -0.183 -0.0934 -0.5103 0.0021
H -1.382 -1.245 -1.517 -0.4297 -0.5625 0.8290
N -1.168 -2.400 0.265 -0.5098 0.8905 -2.1063
H 0.187 2.523 1.312 -0.1726 -0.1905 -0.6620
C 0.253 -2.584 -0.073 -0.2065 -0.0040 -0.2512
H 1.375 2.759 -1.521 0.0161 0.1375 0.3049
C 0.520 0.831 0.048 -1.3986 -1.6128 2.8095
H 0.846 -2.476 0.829 0.0309 0.0566 0.0320
H 0.947 4.214 -0.610 0.0789 -0.8743 0.2633
H 0.608 -1.843 -0.827 -0.1673 -0.5448 0.3554
H -2.880 -1.562 -0.416 -0.8656 0.1054 0.0348
```
Forces are in eV/Å.